# 1
The following is a DFT calculation (ωB97M-V/def2-TZVPD) of an isolated molecule of C13H20N4O3 at a distorted geometry.

frontier orbital gap = 7.940 eV
E = -25901.49346 eV
relative energy (zero: lowest compared OMol25 entry of this formula, charge and spin) = 803.6 kJ/mol

Geometry as ORCA input:
```
! wB97M-V def2-TZVPD RIJCOSX def2/J DEFGRID3
* xyz 0 1
O -0.8309 -2.5145 0.6805
N 1.8901 1.6392 1.4319
N -0.3272 -0.9997 2.3100
O 0.6596 1.1421 2.0750
O 4.7924 0.7804 -2.7581
C -1.2862 -1.6315 1.4277
C 0.5571 -0.1762 1.7870
C 1.5794 -0.4372 0.8740
N 3.3469 0.9561 -0.2570
N 2.3205 0.7174 0.7323
C 4.1736 1.9686 -2.3963
C 5.3950 0.2221 -1.4953
C 2.9826 1.6993 -1.4971
C 4.3864 -0.1131 -0.4025
C -4.9411 -0.2768 -0.2200
C -5.0088 -1.0883 1.1075
C -3.7832 0.7212 -0.1297
C -3.7764 -1.9383 1.3210
C -2.4682 -0.1157 -0.0332
C -2.5665 -0.9895 1.2766
H 1.8555 -1.3359 0.3622
H 3.6367 2.3743 -3.2493
H 5.0096 2.5224 -2.0053
H 6.2483 0.8299 -1.0058
H 5.8228 -0.7157 -1.7289
H 2.4635 2.6271 -1.2108
H 2.4028 1.0388 -2.0995
H 4.9247 -0.2399 0.4961
H 3.9752 -1.1276 -0.4852
H -4.8655 -0.8638 -1.1401
H -5.8170 0.2527 -0.4211
H -5.1159 -0.3253 1.8530
H -5.9100 -1.6843 1.1656
H -3.7452 1.5406 -0.9292
H -3.8308 1.2834 0.8504
H -3.7954 -2.6622 2.1668
H -3.6686 -2.5942 0.4251
H -1.5566 0.5632 -0.1128
H -2.3927 -0.7692 -0.8577
H -2.7364 -0.2802 2.0920
*
```

Atomic partial charges in e from the Löwdin method, atoms 1 to 4:
1 O 0.05
2 N 0.16
3 N 0.13
4 O 0.08

# 2
The following is a DFT calculation (ωB97M-V/def2-TZVPD) of a cluster of 12 separate species, C24H72O24 in total at a distorted geometry.

frontier orbital gap = 9.613 eV
SMILES = OCCO.OCCO.OCCO.OCCO.OCCO.OCCO.OCCO.OCCO.OCCO.OCCO.OCCO.OCCO
E = -75188.34556 eV
relative energy (zero: lowest compared OMol25 entry of this formula, charge and spin) = 287.2 kJ/mol

Geometry as ORCA input:
```
! wB97M-V def2-TZVPD RIJCOSX def2/J DEFGRID3
* xyz 0 1
C -0.8438 -5.2408 -0.5675
C 0.1046 -4.2263 0.0709
O -0.6317 -3.0217 0.1092
O -0.1837 -6.3106 -1.2237
H -1.5789 -4.7715 -1.2111
H -1.3714 -5.6373 0.3115
H 1.0582 -4.1507 -0.4800
H 0.4663 -4.5268 1.0621
H -0.3549 -2.3993 0.7938
H 0.5713 -6.5879 -0.6979
C 4.6998 1.7091 3.6555
C 3.6549 0.9462 2.8656
O 2.3563 0.9802 3.4504
O 4.7138 3.1401 3.3792
H 5.7106 1.3867 3.4185
H 4.4509 1.6249 4.7190
H 4.0134 -0.0928 2.8660
H 3.6165 1.1935 1.8042
H 2.4349 1.3662 4.3302
H 4.0388 3.4929 3.9672
C 0.4052 0.5620 0.2716
C 0.0154 0.2235 -1.1484
O -1.3359 0.6095 -1.4009
O -0.2959 -0.1979 1.2379
H 0.3034 1.6388 0.4205
H 1.4792 0.3386 0.3284
H 0.1143 -0.8163 -1.4681
H 0.6524 0.8043 -1.8198
H -1.8969 -0.1451 -1.1926
H -0.0516 0.1333 2.1117
C -3.1724 -2.0524 -2.7071
C -3.0224 -1.8852 -1.2133
O -3.5853 -0.6051 -0.8044
O -4.4813 -2.4850 -3.0704
H -2.3739 -2.7055 -3.0710
H -2.9719 -1.0648 -3.1444
H -1.9652 -1.8273 -0.9229
H -3.4674 -2.6571 -0.5800
H -3.4741 -0.5759 0.1556
H -4.3731 -2.7093 -4.0016
C 2.3127 -2.9694 -4.2654
C 1.0075 -3.0782 -3.5058
O 0.0084 -2.3499 -4.2480
O 2.7064 -1.6416 -4.5334
H 2.2578 -3.4769 -5.2377
H 3.1513 -3.4940 -3.8009
H 0.9366 -2.5650 -2.5458
H 0.7103 -4.1188 -3.3478
H -0.2962 -2.8909 -4.9841
H 1.9909 -1.0191 -4.7057
C 0.9201 4.9505 -3.5869
C 1.6464 4.6928 -2.2844
O 1.3391 3.4851 -1.6139
O -0.2605 5.7851 -3.4508
H 0.5253 3.9849 -3.9250
H 1.5497 5.4726 -4.3002
H 1.6375 5.5195 -1.5638
H 2.7213 4.7042 -2.5279
H 0.4915 3.1591 -1.9380
H -0.9344 5.2181 -3.0620
C -6.0521 1.6099 -1.5350
C -5.1649 2.0099 -2.6821
O -3.8154 1.8418 -2.3348
O -6.3383 0.2017 -1.5141
H -6.9687 2.1796 -1.3696
H -5.5366 1.7437 -0.5707
H -5.4522 2.9861 -3.0889
H -5.4447 1.4190 -3.5681
H -3.7114 0.8845 -2.3297
H -5.5058 -0.2130 -1.2336
C 3.6000 1.4901 -3.5954
C 3.5696 2.1623 -4.9256
O 2.7748 1.4021 -5.8210
O 4.4544 0.3354 -3.6046
H 2.6260 1.0623 -3.3299
H 3.8694 2.1487 -2.7727
H 4.5541 2.3655 -5.3662
H 3.2160 3.2029 -4.8181
H 2.8580 1.7345 -6.7170
H 4.0554 -0.3549 -4.1584
C -2.7736 -1.3932 4.3775
C -1.6744 -2.2958 3.8842
O -2.0016 -3.6734 4.2015
O -2.8726 -1.3610 5.8077
H -3.7084 -1.8097 3.9824
H -2.8059 -0.4078 3.9182
H -0.6946 -2.1242 4.3378
H -1.5603 -2.2754 2.8013
H -1.7433 -3.8018 5.1196
H -3.3213 -2.1906 6.0026
C 5.1316 -2.0530 -0.1368
C 3.9008 -1.3312 -0.6848
O 3.9886 0.0660 -0.7622
O 5.4509 -1.8095 1.2151
H 5.9916 -1.7829 -0.7649
H 4.9948 -3.1124 -0.3934
H 3.0809 -1.5800 -0.0038
H 3.7173 -1.7584 -1.6771
H 4.5431 0.3227 -1.5114
H 6.3783 -1.5835 1.2917
C -2.8682 2.2297 2.7105
C -3.6015 1.4758 1.6208
O -3.3302 0.0600 1.5649
O -1.4687 2.0792 2.6604
H -3.2639 1.8981 3.6847
H -3.1713 3.2802 2.6135
H -3.2227 1.8272 0.6522
H -4.6757 1.6120 1.6943
H -2.3697 -0.0264 1.4637
H -1.0770 2.6964 3.2816
C -0.4003 2.4763 6.0593
C -0.6989 1.0367 5.7067
O -0.5614 0.1131 6.7660
O 0.9742 2.6129 6.3672
H -1.0469 2.8788 6.8403
H -0.6320 3.0419 5.1538
H -0.1347 0.6676 4.8410
H -1.7147 0.9084 5.3043
H -1.3315 -0.4574 6.8618
H 1.1355 2.5070 7.3069
*
```

Atomic partial charges in e from the Löwdin method, atoms 1 to 4:
1 C -0.23
2 C -0.24
3 O -0.10
4 O -0.06

# 3
The following is a DFT calculation (ωB97M-V/def2-TZVPD) of a cluster of 2 separate species, C5H11N2 in total at a distorted geometry.

frontier orbital gap (spin up / spin down) = 8.628 / 9.820 eV
E = -8330.45715 eV
relative energy (zero: lowest compared OMol25 entry of this formula, charge and spin) = 262.5 kJ/mol

Geometry as ORCA input:
```
! wB97M-V def2-TZVPD RIJCOSX def2/J DEFGRID3
* xyz 1 3
C -0.7739 -2.7962 -3.5491
C -0.1067 -0.6696 0.1089
C 0.8436 0.0088 2.5883
C -0.6614 1.4059 -0.7044
C 0.5224 1.1435 1.5905
N -0.8290 -1.7171 -3.0101
N 0.0718 0.5716 0.2433
H -0.0351 -3.5561 -3.4342
H -1.3746 -3.2882 -4.2418
H -0.5522 -1.2907 -0.7336
H -0.0165 -0.0208 3.4210
H 1.0453 -0.9181 2.0897
H 1.7677 0.4045 3.1300
H 0.1668 1.9468 -1.2581
H -1.2407 0.8265 -1.5059
H -1.3101 2.1636 -0.3783
H -0.1592 1.8740 1.9826
H 1.2439 1.8286 1.2542
*
```

Atomic partial charges in e from the Löwdin method, atoms 1 to 4:
1 C -0.15
2 C 0.28
3 C -0.06
4 C -0.01